ORCA calculation (wB97M-V/def2-TZVPD) on a cluster of 7 separate species, C18H29Br12NO2 in total in a non-equilibrium geometry.

The geometry in XYZ format:
```
62
Properties=species:S:1:pos:R:3:forces:R:3
O 2.562295 -3.838194 1.394684 -0.4 0.2 0.2
N 3.225881 -3.258056 0.560043 0.3 -0.4 0.0
O 3.599785 -3.750557 -0.483248 0.1 -0.1 -0.2
C 3.637083 -1.888894 0.813511 1.0 1.3 -0.1
C 4.777101 -1.377366 0.200946 -0.6 0.6 0.0
C 5.009861 -0.002959 0.324398 1.2 -0.2 1.3
C 4.322986 0.791281 1.248478 -0.8 -0.9 0.1
C 3.183517 0.252254 1.873871 1.2 0.8 -0.7
C 2.888511 -1.055854 1.627609 -1.8 -1.5 0.1
H 5.505768 -1.978888 -0.320389 -0.3 -0.2 -0.3
H 5.944129 0.354516 -0.088374 -0.1 0.2 -0.2
H 4.642966 1.756975 1.616579 0.2 0.2 -0.7
H 2.583057 0.903230 2.493236 -0.1 -0.3 0.2
H 1.973133 -1.497023 2.016773 0.2 0.1 0.3
Br -2.943670 -2.740990 -2.626925 0.0 -0.5 -0.1
C -3.967717 -4.205355 -1.804999 -1.7 0.7 -0.5
C -3.901537 -5.524855 -2.527780 1.9 0.1 0.9
Br -4.812336 -6.849455 -1.462225 -0.3 -0.1 0.1
H -5.007138 -3.881497 -1.888837 0.2 0.4 0.5
H -3.643901 -4.245119 -0.773212 0.0 -0.2 0.0
H -2.843600 -5.785029 -2.439199 -0.2 -0.5 -0.8
H -4.310393 -5.574581 -3.526636 0.1 0.3 -0.1
Br 0.223351 0.686437 4.690049 0.1 -0.1 0.6
C -1.619781 1.417366 4.853355 1.6 0.6 -0.9
C -1.574208 2.728426 5.628504 0.2 -0.3 -0.6
Br -3.430321 3.270736 5.956696 0.6 -0.1 0.3
H -2.269944 0.617691 5.176138 -0.1 0.1 0.2
H -1.638715 1.639387 3.792236 -1.3 0.0 0.0
H -1.141276 3.503397 4.999530 -0.2 0.0 -0.1
H -0.891473 2.682796 6.474490 -0.8 -0.1 0.6
Br 4.883526 0.476315 -3.159716 -0.1 0.5 -0.2
C 3.025671 1.081406 -3.428543 0.2 -0.4 0.4
C 2.841904 2.155623 -4.464683 -0.6 -0.4 0.4
Br 0.853840 2.281826 -4.648420 0.8 0.1 -0.1
H 2.671743 1.456512 -2.471344 0.1 -0.2 0.1
H 2.533722 0.138067 -3.630992 -0.2 0.3 -0.4
H 3.268455 1.917076 -5.431477 -0.1 0.1 -0.1
H 3.191262 3.095131 -4.050100 0.0 0.2 -0.4
Br -6.323625 -0.763868 -1.375279 0.6 0.2 0.4
C -4.632477 -0.096961 -0.542282 -0.6 0.3 -0.4
C -4.032880 1.008993 -1.410977 -1.3 -0.8 -0.3
Br -5.245465 2.521222 -1.731781 0.4 -0.2 0.3
H -4.001054 -0.980054 -0.588252 0.1 0.1 0.2
H -4.856088 0.199320 0.476976 -0.1 -0.1 0.0
H -3.986289 0.518341 -2.381111 0.7 0.5 -0.2
H -3.099726 1.398602 -1.019189 0.0 0.0 -0.1
Br -1.855466 0.077536 1.288471 0.4 -0.4 -0.1
C -0.948782 -0.322219 -0.403028 0.3 -0.9 -0.3
C -0.001389 -1.539094 -0.414586 0.1 0.4 1.0
Br 1.315485 -1.246902 -1.796683 -0.2 -0.2 -0.2
H -0.437182 0.592455 -0.679752 0.0 0.0 0.0
H -1.714814 -0.573251 -1.131538 -0.2 0.4 0.0
H -0.507359 -2.484588 -0.580867 -0.1 0.1 -0.3
H 0.613079 -1.666001 0.473635 -0.3 0.3 0.1
Br -0.785778 3.398575 -1.125019 0.3 -0.1 0.2
C 0.380448 3.947653 0.330962 1.1 1.2 -0.3
C 1.179861 2.849597 0.996061 -0.8 0.0 0.1
Br 2.188511 3.653397 2.464022 -0.3 0.0 0.0
H -0.199594 4.603595 0.973768 -0.3 -0.6 0.4
H 1.136436 4.633720 -0.061239 -0.3 0.0 -0.5
H 1.952747 2.440463 0.354021 -0.2 -0.1 -0.2
H 0.507869 2.077698 1.369664 0.3 -0.1 0.3
```
Positions in Å, forces in eV/Å.

Its relative energy (zero: lowest compared OMol25 entry of this formula, charge and spin) is 0.063 eV. The LUMO energy is -0.5457 eV. The total energy is -865228.4756 eV. The value obtained for the HOMO-LUMO gap is 9.432 eV. As for the net charge: 0. As for the structure (SMILES): O=[N+]([O-])c1ccccc1.BrCCBr.BrCCBr.BrCCBr.BrCCBr.BrCCBr.BrCCBr.

=====

ORCA calculation (wB97M-V/def2-TZVPD) on a structure of composition C18H29Cl2IrN3OSSi2 in a non-equilibrium geometry.

The geometry in XYZ format:
```
57
Properties=species:S:1:pos:R:3:forces:R:3
Ir -0.080451 -0.615641 0.178869 0.2 -1.4 -0.4
Cl -1.360516 -1.896129 -1.390876 -0.1 0.4 -0.2
C -2.467616 -0.693041 -2.064843 0.1 0.2 0.2
C -3.293408 -1.087124 -3.100371 0.0 0.1 0.0
C -4.174391 -0.153133 -3.616309 0.0 0.0 0.0
C -4.204451 1.135168 -3.098302 0.0 0.0 0.0
C -3.361400 1.492711 -2.063998 0.0 0.0 0.0
Cl -3.413052 3.107590 -1.449809 0.0 0.0 0.0
C -2.461678 0.578707 -1.500076 0.0 -0.2 -0.1
S -1.405220 1.103675 -0.189519 -0.4 0.4 0.0
H -3.243881 -2.094770 -3.488209 0.0 0.0 0.0
H -4.838093 -0.425772 -4.424010 0.0 0.0 0.0
H -4.880106 1.876956 -3.500013 0.0 0.0 0.0
C -1.607599 -1.831876 4.790196 0.0 0.0 0.0
N -0.636743 -0.952385 4.131282 0.0 0.0 0.0
C 0.174416 -0.116363 4.826481 0.0 0.0 0.0
C 1.037397 0.717042 4.210788 0.0 -0.1 0.0
C 1.072196 0.716620 2.785783 -0.1 0.1 -0.1
N 0.296529 -0.136177 2.101854 0.2 0.0 0.6
C -0.579471 -0.994834 2.760977 -0.1 0.0 -0.2
O -1.282232 -1.761546 2.102971 0.2 0.5 0.2
N 1.841180 1.571400 2.124935 -0.1 -0.1 -0.1
H -1.430981 -1.787270 5.860787 0.0 0.0 0.0
H -1.475651 -2.849093 4.432203 0.0 0.0 0.0
H -2.618727 -1.501804 4.562284 0.0 0.0 0.0
H 0.077546 -0.151703 5.902360 0.0 0.0 0.0
H 1.664547 1.386193 4.777493 0.0 0.0 0.0
H 2.391462 2.250693 2.620702 0.0 0.0 0.0
H 1.776058 1.642313 1.118891 0.0 0.0 0.0
C 4.073629 -1.730344 -1.822328 0.0 -0.1 0.1
Si 2.231707 -1.632782 -1.516176 0.0 0.2 0.0
C 1.822120 -2.887788 -0.149477 0.0 0.1 0.0
C 1.379671 -2.002227 -3.141272 0.0 0.1 -0.1
C 1.704599 -0.004345 -0.707837 -0.2 0.1 -0.1
Si 1.889241 1.605706 -1.697694 -0.1 -0.1 -0.1
C 3.681449 1.766470 -2.225630 0.0 0.0 0.0
C 1.530840 3.175147 -0.710029 0.1 0.0 0.1
C 0.794704 1.588041 -3.214410 0.0 0.0 0.1
H 4.336520 -2.757418 -2.088487 0.0 0.0 0.0
H 4.656218 -1.458251 -0.940193 0.0 0.0 0.0
H 4.387340 -1.090978 -2.645226 0.0 0.0 0.0
H 1.840448 -3.919318 -0.506460 0.0 0.0 0.0
H 0.833112 -2.776737 0.335467 -0.1 0.0 0.1
H 2.561782 -2.799062 0.650253 0.0 0.0 0.0
H 1.476095 -3.062294 -3.386803 0.0 0.0 0.0
H 1.877444 -1.444593 -3.937006 0.1 0.0 0.0
H 0.323033 -1.742251 -3.178794 0.2 0.0 -0.1
H 2.405623 0.036461 0.140599 0.2 0.1 0.0
H 4.374943 1.650298 -1.389651 0.0 0.0 0.0
H 3.836668 2.762611 -2.646513 0.0 0.0 0.0
H 3.962252 1.045978 -2.992837 0.0 0.0 0.0
H 2.338517 3.435845 -0.017772 0.0 0.0 0.0
H 0.585226 3.169179 -0.171103 -0.1 0.0 0.0
H 1.482251 4.003196 -1.421723 0.0 0.0 0.0
H 1.130667 0.855415 -3.948490 0.0 0.0 0.0
H 0.828652 2.568251 -3.694659 0.0 0.0 0.0
H -0.249316 1.373085 -2.973473 0.0 0.0 0.0
```
Positions in Å, forces in eV/Å.

Its relative energy (zero: lowest compared OMol25 entry of this formula, charge and spin) is 0.193 eV. The LUMO energy is -3.3599 eV. The total energy is -80126.0862 eV. The value obtained for the HOMO-LUMO gap is 7.183 eV. As for the net charge: +1.

=====

ORCA calculation (wB97M-V/def2-TZVPD) on a cluster of 2 separate species, C18H29F2N4O2 in total in a non-equilibrium geometry.

The geometry in XYZ format:
```
55
Properties=species:S:1:pos:R:3:forces:R:3
C 2.555653 -2.333228 2.720422 -1.2 -0.2 0.3
C 1.971554 -1.301500 2.989294 1.0 0.8 -1.0
C 1.469527 0.137059 3.036566 -0.1 -0.8 1.2
C -0.033108 0.130136 2.526108 -0.5 -1.7 0.7
N -0.157130 0.657715 1.114771 0.9 -0.5 0.0
C -1.501600 0.462742 0.530136 -3.8 -0.2 -0.3
O -2.457018 0.265460 1.226053 1.7 0.7 0.1
N -1.689748 0.455298 -0.930310 1.3 -1.7 2.0
C -1.539217 -0.940616 -1.338669 0.7 -1.1 -2.2
O -1.152018 -1.267466 -2.412241 -0.5 0.7 1.1
F -1.813585 -1.954129 -0.437293 0.2 1.9 -0.1
C 0.391336 2.054695 1.021418 0.9 2.5 -1.3
C -0.643066 3.213159 1.179500 0.1 0.5 0.9
C -1.586280 3.147090 2.431851 -0.7 1.0 -0.6
F -1.383170 3.448191 -0.001796 0.4 -0.8 0.9
C 1.559318 2.317972 2.075041 -1.5 -0.5 1.1
N 2.358679 1.133111 2.394616 -0.6 0.0 -1.2
C 3.135638 0.606246 1.250734 1.3 0.2 -0.3
C 3.877847 1.706443 0.386561 0.9 -1.1 -1.0
C 3.257933 1.858365 -1.075404 0.3 -0.1 0.5
C 5.379656 1.210069 0.143156 -0.1 1.5 0.2
H 2.834569 -3.380828 2.530269 0.0 1.2 0.3
H 1.418476 0.416426 4.125210 -0.1 -0.2 -0.9
H -0.353548 -0.942815 2.457350 0.2 1.0 0.1
H -0.750254 0.606669 3.226947 0.6 0.1 -0.9
H 0.487520 0.056653 0.564710 -0.1 0.4 0.1
H -2.658808 0.752770 -1.113929 0.4 0.0 0.1
H 0.832608 2.160980 -0.004764 -0.5 -0.3 0.8
H -0.032853 4.145867 1.316740 -0.2 -1.0 -0.3
H -1.090318 2.786349 3.358511 -0.3 0.1 -0.8
H -1.891156 4.207097 2.640236 0.3 -1.0 -0.1
H -2.550309 2.615173 2.225743 1.1 0.1 0.2
H 1.027156 2.597912 3.028208 0.6 -0.1 -0.7
H 2.139517 3.217379 1.783360 -0.3 -0.9 -0.1
H 2.570764 -0.064578 0.546488 0.1 0.4 0.5
H 3.950006 -0.028981 1.682734 -1.0 0.4 -0.3
H 3.983157 2.688223 0.903560 -0.4 -0.8 -0.2
H 2.703507 0.913224 -1.325701 0.2 1.0 0.1
H 2.629390 2.771854 -1.190749 0.2 -0.8 0.0
H 4.079755 1.919072 -1.831023 -0.7 0.2 0.6
H 5.810991 0.684935 1.023910 -0.3 0.1 -0.8
H 5.490729 0.664185 -0.820138 -0.1 0.0 1.0
H 5.979859 2.154061 0.026363 -0.4 -0.9 0.0
C -4.040029 -2.639173 -4.425100 -0.1 0.0 0.0
C -3.698821 -3.374912 -3.134238 0.0 0.3 -0.2
C -3.764617 -4.897092 -3.273870 0.2 0.1 0.3
C -5.122163 -5.370692 -3.548212 0.0 -0.2 -0.1
N -6.186802 -5.742197 -3.765858 0.1 0.1 0.0
H -5.068500 -2.833139 -4.735641 0.0 0.0 0.0
H -3.934332 -1.561233 -4.284993 0.0 0.0 -0.1
H -3.373628 -2.940772 -5.236012 0.0 0.0 0.0
H -4.372611 -3.041515 -2.339041 0.0 -0.1 0.0
H -2.687077 -3.098211 -2.831923 0.0 -0.2 0.0
H -3.413877 -5.356449 -2.346259 -0.1 -0.1 -0.1
H -3.089572 -5.230108 -4.065869 -0.1 0.0 0.0
```
Positions in Å, forces in eV/Å.

Its relative energy (zero: lowest compared OMol25 entry of this formula, charge and spin) is 0.000 eV. The LUMO energy is -4.1886 eV. The total energy is -34615.5401 eV. The value obtained for the HOMO-LUMO gap is 8.725 eV. As for the net charge: +1.

=====

ORCA calculation (wB97M-V/def2-TZVPD) on a structure of composition C18H29F3NO5P2STl in a non-equilibrium geometry.

The geometry in XYZ format:
```
60
Properties=species:S:1:pos:R:3:forces:R:3
C -0.963363 -4.436400 0.388084 0.0 0.9 -0.5
C -0.488629 -3.155190 0.058084 -0.1 -0.5 1.3
N -0.975827 -2.063683 0.662445 -0.2 -0.2 -0.7
C -1.952554 -2.168650 1.565719 -0.1 -1.5 0.3
C -2.484787 -3.425894 1.935892 0.7 0.2 -0.4
C -1.966840 -4.579394 1.329927 -0.8 0.5 0.0
C 0.701433 -3.058862 -0.885721 0.3 -0.8 -0.2
P 1.613216 -1.471599 -0.877579 0.5 -0.9 -0.7
Tl 0.627064 0.488762 0.472364 0.4 1.2 0.5
P -1.808822 0.579578 1.491790 -0.7 0.5 0.7
C -2.422287 -0.940650 2.308066 0.3 -0.2 -0.3
C 1.404245 2.498982 -0.255760 -0.7 -1.3 0.1
C 2.490290 2.894078 0.498752 0.6 1.5 -0.4
C 3.067657 4.155546 0.231581 -0.3 -0.5 0.0
C 2.520932 4.959058 -0.778387 -0.2 -0.1 -0.1
C 1.415588 4.518547 -1.535937 0.1 -0.5 0.3
C 0.849531 3.241208 -1.277942 0.8 1.7 -0.2
O -1.200993 -2.600538 -4.664149 -0.2 0.3 3.8
O -3.448784 0.080929 -2.372073 -1.4 -1.6 -0.9
H -0.583775 -5.261850 -0.183699 0.2 -0.4 0.1
H -3.242597 -3.469821 2.714141 0.1 -0.1 -0.2
H -2.423317 -5.556542 1.511471 0.3 0.3 0.2
C 3.176286 -2.036763 -0.088737 0.2 0.0 0.2
C 2.092582 -1.162338 -2.617007 0.3 -0.2 -0.2
H -3.522272 -0.926331 2.350920 0.3 0.0 0.1
H -1.997309 -1.003328 3.321673 -0.2 0.2 -0.2
H 0.354576 -3.319521 -1.902880 0.3 0.2 0.2
H 1.469285 -3.833757 -0.607539 -0.9 0.5 -0.2
C -1.856938 1.794304 2.862731 -0.1 0.1 -0.1
C -3.181610 1.017062 0.389198 -0.2 0.1 -0.1
H 2.896974 2.261772 1.288570 -0.1 0.1 -0.1
H 3.933210 4.482696 0.819738 -0.4 0.0 -0.3
H 2.965677 5.940330 -0.981917 -0.2 -0.4 0.1
H 1.002620 5.157488 -2.320936 0.2 -0.2 0.2
H 0.008910 2.878871 -1.876787 0.2 0.2 0.2
H -2.960372 0.284408 -3.156643 0.8 0.6 -0.7
H -4.072702 -0.586164 -2.762414 0.5 0.8 0.9
H -1.031145 -2.083371 -3.804908 0.2 0.2 -2.2
H -1.557671 -3.311218 -4.080127 -0.1 -0.4 -1.5
H -2.123358 1.852030 -5.933657 0.0 0.0 0.0
H 3.616128 -2.824632 -0.722289 -0.1 0.3 0.2
H 3.923371 -1.247052 0.076858 -0.4 0.0 -0.3
H 2.961819 -2.449050 0.905763 -0.2 0.1 -0.3
H 3.000555 -1.739754 -2.865531 -0.4 0.3 -0.2
H 1.253333 -1.474814 -3.264414 0.5 0.2 0.1
H 2.290394 -0.081656 -2.744765 -0.1 -0.5 0.0
H -4.139172 0.728759 0.843777 0.1 0.2 -0.1
H -3.153645 2.097614 0.203430 -0.1 -0.2 0.1
H -3.082663 0.523430 -0.586990 0.0 0.1 0.7
H -2.891806 1.978019 3.188567 0.3 0.0 -0.1
H -1.255064 1.430497 3.705743 -0.1 0.0 -0.3
H -1.409462 2.730032 2.503218 -0.1 -0.2 0.1
F 2.962931 -1.783346 5.028879 0.1 0.6 -0.2
C 2.791752 -0.635904 4.348652 0.0 0.2 0.1
F 2.814938 0.410221 5.208305 0.2 -0.9 -0.5
F 3.823494 -0.488698 3.472237 -0.7 -0.2 0.8
S 1.186109 -0.615984 3.416375 0.4 1.3 -0.2
O 1.297884 -1.704265 2.457724 0.1 0.2 0.6
O 0.083755 -0.702512 4.356655 0.7 -0.1 -0.3
O 1.362055 0.746409 2.825078 -0.4 -1.2 0.8
```
Positions in Å, forces in eV/Å.

The LUMO energy (spin up / spin down) is -0.2527 / -0.2650 eV. The total energy is -73117.9303 eV. The value obtained for the HOMO-LUMO gap (spin up / spin down) is 7.752 / 4.373 eV. As for the net charge: 0.

=====

What is the formula in the first record?
C18H29Br12NO2

=====

Look up the net charge of the first one.
0